{
  "formula": "C39H100O33S9",
  "method": "the ωB97M-V functional and the def2-TZVPD basis",
  "species": ["O", "S", "O", "O", "C", "C", "C", "H", "H", "H", "H", "H", "H", "H", "H", "O", "S", "O", "O", "C", "C", "C", "H", "H", "H", "H", "H", "H", "H", "H", "O", "S", "O", "O", "C", "C", "C", "H", "H", "H", "H", "H", "H", "H", "H", "O", "S", "O", "O", "C", "C", "C", "H", "H", "H", "H", "H", "H", "H", "H", "O", "S", "O", "O", "C", "C", "C", "H", "H", "H", "H", "H", "H", "H", "H", "O", "S", "O", "O", "C", "C", "C", "H", "H", "H", "H", "H", "H", "H", "H", "O", "S", "O", "O", "C", "C", "C", "H", "H", "H", "H", "H", "H", "H", "H", "O", "S", "O", "O", "C", "C", "C", "H", "H", "H", "H", "H", "H", "H", "H", "O", "S", "O", "O", "C", "C", "C", "H", "H", "H", "H", "H", "H", "H", "H", "C", "O", "C", "C", "O", "C", "C", "O", "C", "H", "H", "H", "H", "H", "H", "H", "H", "H", "H", "H", "H", "H", "H", "C", "O", "C", "C", "O", "C", "C", "O", "C", "H", "H", "H", "H", "H", "H", "H", "H", "H", "H", "H", "H", "H", "H"],
  "coordinates": [[9.324, -1.085, -1.674], [8.347, -0.249, -0.914], [7.568, -0.806, 0.230], [9.163, 1.070, -0.338], [9.907, 1.861, -1.242], [9.304, 3.290, -1.191], [7.123, 0.411, -2.083], [9.691, 1.426, -2.217], [10.983, 1.805, -1.079], [8.233, 3.194, -1.014], [9.150, 3.945, -2.049], [9.676, 3.824, -0.316], [6.675, 1.288, -1.615], [6.379, -0.341, -2.347], [7.601, 0.777, -2.992], [9.585, 11.170, -3.110], [9.430, 11.976, -1.904], [10.067, 13.286, -1.908], [7.815, 12.134, -1.556], [6.867, 11.071, -1.838], [5.681, 11.629, -2.681], [9.933, 11.016, -0.338], [6.381, 10.663, -0.952], [7.285, 10.253, -2.424], [5.142, 12.351, -2.067], [5.097, 10.765, -2.998], [6.091, 12.231, -3.492], [9.940, 11.712, 0.500], [10.958, 10.664, -0.457], [9.240, 10.181, -0.229], [0.543, 10.805, 3.385], [-0.594, 10.898, 4.366], [-1.528, 9.817, 4.640], [0.080, 11.495, 5.798], [-0.761, 11.588, 7.004], [-0.326, 12.766, 7.823], [-1.476, 12.520, 4.059], [-0.559, 10.824, 7.754], [-1.826, 11.808, 6.929], [-0.520, 13.663, 7.235], [0.732, 12.631, 8.048], [-0.893, 12.866, 8.748], [-2.350, 12.481, 4.710], [-1.863, 12.541, 3.040], [-0.819, 13.326, 4.384], [2.077, -7.988, 6.531], [2.088, -7.277, 7.801], [2.165, -8.025, 9.037], [3.204, -6.077, 7.848], [3.478, -5.310, 6.710], [2.526, -4.065, 6.521], [0.546, -6.297, 7.965], [3.707, -6.056, 5.949], [4.388, -4.783, 6.996], [1.468, -4.317, 6.602], [2.700, -3.446, 5.641], [2.718, -3.331, 7.303], [-0.158, -6.954, 8.477], [0.153, -6.178, 6.955], [0.752, -5.506, 8.686], [-7.077, -0.191, 0.613], [-7.957, 0.850, 1.110], [-9.354, 0.885, 0.656], [-7.945, 0.734, 2.792], [-8.327, -0.608, 3.236], [-8.463, -0.673, 4.755], [-7.288, 2.606, 1.025], [-7.533, -1.321, 3.018], [-9.236, -0.834, 2.678], [-7.493, -0.953, 5.164], [-9.179, -1.449, 5.027], [-8.807, 0.275, 5.169], [-6.235, 2.719, 1.282], [-8.005, 3.137, 1.650], [-7.414, 2.850, -0.030], [7.588, 3.025, -7.320], [7.004, 3.565, -8.539], [7.736, 3.772, -9.753], [5.627, 2.653, -8.689], [5.633, 1.746, -9.781], [5.267, 0.399, -9.290], [6.266, 5.110, -7.918], [6.602, 1.668, -10.274], [4.800, 2.020, -10.429], [6.018, -0.041, -8.633], [4.989, -0.329, -10.052], [4.381, 0.554, -8.674], [5.576, 5.456, -8.688], [7.037, 5.872, -7.809], [5.747, 4.790, -7.015], [-0.293, -16.335, 7.914], [0.708, -17.142, 7.236], [0.696, -18.598, 7.149], [1.018, -16.615, 5.677], [1.183, -15.239, 5.459], [1.131, -14.961, 3.883], [2.291, -16.603, 7.961], [2.170, -14.930, 5.802], [0.422, -14.631, 5.948], [1.984, -15.560, 3.564], [1.252, -13.984, 3.416], [0.168, -15.321, 3.522], [2.049, -16.635, 9.023], [2.470, -15.532, 7.857], [3.019, -17.220, 7.434], [-0.680, 6.362, -12.647], [-0.261, 5.597, -13.865], [1.012, 5.971, -14.521], [-0.166, 3.986, -13.394], [-1.232, 3.227, -13.014], [-1.379, 3.245, -11.538], [-1.729, 5.566, -15.123], [-0.853, 2.240, -13.282], [-2.237, 3.292, -13.431], [-1.694, 4.187, -11.086], [-0.424, 3.007, -11.070], [-2.043, 2.488, -11.121], [-1.892, 6.643, -15.172], [-2.605, 5.004, -14.799], [-1.318, 5.221, -16.072], [-0.734, 2.285, 6.851], [-1.706, 2.244, 5.762], [-2.323, 0.978, 5.355], [-3.001, 3.156, 6.142], [-2.793, 4.220, 7.080], [-4.013, 5.051, 6.994], [-1.023, 3.082, 4.239], [-1.868, 4.760, 6.880], [-2.841, 3.793, 8.081], [-4.053, 5.541, 6.022], [-3.991, 5.841, 7.744], [-4.899, 4.446, 7.184], [-1.018, 4.172, 4.227], [-1.441, 2.714, 3.302], [0.043, 2.865, 4.305], [-9.783, -12.360, -2.948], [-9.443, -11.042, -2.551], [-10.390, -10.366, -1.753], [-9.790, -9.017, -1.414], [-9.192, -9.013, -0.131], [-8.388, -7.878, 0.138], [-7.548, -7.980, 1.523], [-8.304, -7.807, 2.742], [-7.517, -7.611, 3.797], [-9.832, -13.125, -2.172], [-9.080, -12.722, -3.698], [-10.740, -12.455, -3.461], [-10.669, -10.966, -0.887], [-11.248, -10.356, -2.426], [-10.490, -8.187, -1.502], [-9.102, -8.800, -2.232], [-8.888, -6.920, -0.010], [-7.595, -7.776, -0.602], [-6.697, -7.299, 1.508], [-7.143, -8.992, 1.524], [-6.831, -6.776, 3.654], [-6.932, -8.489, 4.070], [-8.025, -7.403, 4.739], [0.204, -4.166, 0.508], [-0.070, -3.443, -0.634], [0.233, -1.981, -0.431], [0.148, -1.286, -1.748], [0.119, 0.125, -1.731], [0.295, 0.686, -2.920], [-0.575, 1.864, -2.850], [-0.082, 2.885, -2.084], [-0.600, 4.173, -2.178], [0.233, -3.606, 1.442], [0.967, -4.885, 0.210], [-0.666, -4.793, 0.703], [1.140, -1.947, 0.172], [-0.546, -1.488, 0.152], [-0.659, -1.688, -2.361], [0.951, -1.632, -2.399], [0.139, -0.008, -3.746], [1.327, 1.027, -3.009], [-1.581, 1.641, -2.494], [-0.808, 2.243, -3.845], [-0.498, 4.620, -3.167], [0.192, 4.619, -1.577], [-1.588, 4.287, -1.732]],
  "atomic_forces_ev_per_a": [[-2.4, 2.0, 1.9], [0.6, -2.3, 0.6], [2.3, 1.6, -2.7], [-1.3, -1.8, 0.9], [-1.0, 1.0, -2.1], [-0.9, -0.2, 0.9], [0.6, 0.8, 0.1], [0.6, 0.2, -0.4], [-0.2, -0.1, 0.4], [-0.2, -0.6, 0.6], [1.5, -0.2, -0.5], [0.1, 0.2, -0.3], [-0.2, -0.3, 0.2], [0.3, -0.1, 0.4], [0.2, -0.3, 0.0], [-0.5, 0.6, 1.8], [0.3, -0.4, 0.0], [-1.5, -1.7, 0.5], [1.2, -0.1, -0.2], [-1.2, 0.2, -1.3], [1.5, 0.5, 0.8], [0.1, 0.9, -1.4], [0.8, 0.2, 0.5], [0.6, 0.2, 0.2], [-0.4, -0.3, 0.0], [-0.2, 0.4, -0.1], [-0.1, -0.4, -0.4], [-0.4, 0.0, -0.2], [-0.1, 0.0, -0.3], [0.0, 0.2, 0.0], [-3.3, -0.2, 3.1], [1.9, 2.1, -0.7], [1.3, 1.2, -0.4], [-1.3, -1.2, -0.3], [0.3, 0.4, 1.3], [0.9, 1.0, -0.7], [-0.4, -1.6, 0.2], [-0.3, -1.2, -1.1], [-0.1, -1.0, -1.2], [0.4, 0.3, 0.2], [0.0, 0.5, 0.1], [0.0, -0.3, 0.0], [0.1, 0.0, 0.1], [0.5, 0.2, 0.0], [0.1, -0.2, -0.5], [0.5, 1.2, 1.2], [-1.5, 0.0, 0.5], [0.8, 0.9, -1.2], [-1.3, -1.9, 1.6], [0.5, 1.9, -0.5], [-0.1, -0.7, 0.2], [0.5, -1.6, 0.1], [-0.4, 0.8, -0.8], [0.5, -0.6, -0.3], [0.1, 0.0, -0.3], [0.1, -0.7, -0.5], [0.1, -0.4, 0.5], [0.2, -0.3, 0.0], [0.2, 1.0, 0.2], [-0.1, 0.4, -0.8], [-0.7, 1.3, 0.2], [-0.6, 0.0, 1.4], [2.3, 0.1, 0.7], [0.1, -0.1, -1.6], [0.1, 0.0, 0.0], [-0.1, 0.3, -0.4], [-0.8, -1.7, -0.5], [-0.1, 0.1, -0.7], [-0.1, -0.3, 0.3], [-0.1, 0.3, 0.3], [0.0, 0.0, 0.0], [0.0, -0.1, 0.0], [-0.3, -0.4, 0.4], [0.3, 0.2, -0.1], [-0.2, 0.1, 0.1], [0.4, 0.1, -1.7], [-0.9, 0.4, 3.4], [-0.5, -0.6, 0.2], [1.7, 1.5, -0.4], [-0.4, -0.8, -1.1], [-0.6, -1.0, 1.4], [-0.3, -0.8, -1.4], [-0.2, 0.7, -0.2], [0.5, 0.5, -0.5], [0.1, 0.0, -0.1], [0.2, 0.3, -0.3], [-0.2, -0.3, 0.1], [-0.2, 0.0, 0.2], [0.1, -0.4, 0.3], [0.2, 0.4, 0.0], [0.4, -1.3, -1.3], [1.7, 0.8, -0.3], [-0.5, 2.4, 0.0], [-1.1, -1.5, 1.1], [0.0, 2.5, -1.6], [0.1, -1.4, 1.3], [-1.5, 0.0, -0.2], [0.0, 0.1, 0.2], [-0.1, -0.2, 0.3], [-0.4, -0.2, -0.7], [0.2, 0.4, 1.1], [0.2, -0.4, -0.2], [0.8, -1.0, 0.2], [-0.2, -0.1, -0.7], [0.3, 0.0, 0.9], [0.8, -1.8, -3.2], [-0.3, 0.6, 1.7], [-3.1, -1.3, 1.3], [2.0, 3.8, -2.5], [-1.2, -2.5, 1.3], [0.2, -0.1, 2.1], [2.0, 0.7, 0.8], [-0.5, -0.4, -0.1], [0.3, 0.9, -0.9], [0.0, 0.2, -0.4], [0.2, 0.1, -0.1], [-0.3, -0.1, -0.5], [-0.4, -0.1, -0.1], [0.4, 0.2, 0.2], [0.0, -0.1, 0.2], [-1.2, 0.2, -1.7], [-1.2, -1.0, -0.3], [1.4, 2.0, 0.5], [1.5, -0.8, -0.6], [-0.4, -0.4, 0.8], [-0.5, 1.2, -0.4], [0.7, -0.2, 0.9], [0.0, -0.1, 0.1], [0.9, -0.2, 0.0], [-0.4, -0.1, -0.1], [0.1, 0.0, 0.1], [0.0, 0.0, -0.2], [-0.7, 0.0, 0.6], [-0.2, -0.3, 0.5], [0.0, -0.5, -0.2], [-0.2, -0.1, -0.5], [1.1, -1.3, -0.2], [-0.2, -0.6, -0.6], [-0.3, 0.5, -0.2], [0.4, 0.1, 0.3], [1.4, 0.2, 1.2], [-1.9, -0.7, -0.9], [-1.8, -0.1, -3.2], [2.0, 0.2, 2.6], [0.3, 0.3, 0.6], [0.4, 0.4, 0.2], [-0.5, 0.6, 0.0], [0.1, 0.2, 0.4], [-0.7, 0.9, 0.4], [-0.6, -0.1, 0.3], [0.7, -0.1, 0.1], [-0.7, 0.0, 0.6], [0.4, -0.5, -0.3], [-0.1, 0.4, -0.2], [0.1, -0.2, 0.0], [0.3, 0.2, -0.1], [0.5, -0.4, -0.2], [-0.8, 0.2, -0.3], [-1.2, -1.7, 0.2], [0.0, 3.8, -0.8], [-1.3, -1.4, 0.5], [1.3, -0.8, -2.0], [-0.2, -3.2, 4.3], [1.1, 1.2, -1.4], [-2.7, 1.6, -2.4], [1.5, -0.6, 0.8], [1.4, 0.1, 0.6], [1.0, 0.2, -0.1], [0.7, 0.2, 1.0], [-0.3, -0.3, -0.1], [0.4, 0.4, -0.6], [-0.3, -0.4, 0.6], [-1.0, 0.1, 0.5], [0.9, 0.2, 0.1], [-0.6, 0.2, -0.3], [0.4, 0.2, -0.3], [-0.2, -0.8, 0.3], [0.4, 0.2, -0.7], [-0.4, -0.2, -0.4], [-0.7, 1.1, 0.3], [-0.1, 0.0, -0.1]],
  "e_above_lowest_kcal_mol": 195.7,
  "homo_energy_ev": -9.6152,
  "multiplicity": 1,
  "total_charge": 0,
  "smiles": "CCOS(C)(=O)=O.CCOS(C)(=O)=O.CCOS(C)(=O)=O.CCOS(C)(=O)=O.CCOS(C)(=O)=O.CCOS(C)(=O)=O.CCOS(C)(=O)=O.CCOS(C)(=O)=O.CCOS(C)(=O)=O.COCCOCCOC.COCCOCCOC",
  "gap_ev": 9.63
}